The following is a quantum chemistry calculation of one molecule with the formula C5H12N2O2 at a distorted geometry, from the Open Molecules 2025 dataset.

Geometry as XYZ:
```
21
Properties=species:S:1:pos:R:3:forces:R:3
C 2.845 0.441 -0.326 0.18 -0.23 -0.16
C -2.019 -1.077 -0.797 -0.21 0.26 -0.25
C 0.799 -1.299 1.209 -0.33 -0.12 0.11
N -1.729 -0.269 0.372 1.81 2.02 -0.74
C -0.447 0.681 0.095 -4.46 -3.32 1.30
C 0.556 0.011 0.571 5.09 3.15 -0.58
N -0.682 1.894 -0.505 0.11 -0.05 -0.44
O 1.802 0.955 0.456 -1.96 -1.77 0.51
O -2.824 0.571 0.638 -0.38 0.23 0.03
H -3.016 1.094 -0.163 0.15 -0.19 0.01
H 0.161 2.270 -0.920 -0.12 0.18 0.26
H -1.167 2.553 0.094 0.23 -0.04 -0.05
H 3.649 1.182 -0.322 -0.09 -0.05 0.00
H 3.255 -0.495 0.079 -0.05 0.04 -0.06
H 2.534 0.265 -1.367 0.04 -0.01 0.10
H -2.175 -0.463 -1.699 0.02 -0.05 0.01
H -1.181 -1.748 -0.971 0.02 -0.06 -0.01
H -2.926 -1.656 -0.613 0.09 -0.01 0.05
H 0.065 -1.423 2.002 -0.08 -0.21 -0.01
H 0.711 -2.133 0.511 -0.08 -0.01 0.00
H 1.792 -1.353 1.654 0.00 0.25 -0.07
```
Forces are in eV/Å.

The total charge is 0. As for the total energy: -457.56714 hartree. For the LUMO energy, the calculation gives 0.03141 Ha. The structure (SMILES) is CO/C(C)=C(\N)N(C)O. For the frontier orbital gap, the calculation gives 9.4 eV. The spin multiplicity is 1. The value obtained for the HOMO energy is -8.57 eV. The energy relative to the best compared isomer or geometry (same formula, charge and spin) is 477.2 kJ/mol.

Charge distribution, natural (NBO) scheme, values in e: -0.245, -0.440, -0.678, -0.154, 0.254, 0.243, -0.855, -0.575, -0.579, 0.437, 0.404, 0.393, 0.189, 0.158, 0.157, 0.168, 0.204, 0.210, 0.254, 0.222, 0.236



The following is a quantum chemistry calculation of C3H4LaLiO3 as an isolated structure at a distorted geometry, from the Open Molecules 2025 dataset.

Geometry as XYZ:
```
12
Properties=species:S:1:pos:R:3:forces:R:3
O -1.375 -1.278 0.057 2.14 -1.93 0.26
C -1.501 0.099 -0.286 0.06 1.42 0.02
C -0.491 0.924 0.445 0.02 -0.71 -0.09
O 3.561 1.555 -0.426 1.38 -2.35 -0.19
C 3.445 0.406 -0.365 -1.59 4.80 0.15
O 2.882 -0.617 -0.219 -0.50 -2.89 0.19
Li -2.890 -2.235 0.281 -1.16 -0.09 0.00
La 0.775 -2.082 0.244 -0.26 1.74 -0.35
H -2.513 0.456 -0.011 0.17 -0.01 -0.16
H -1.391 0.233 -1.374 -0.23 -0.02 0.19
H -0.094 0.543 1.395 -0.21 0.31 0.01
H -0.408 1.996 0.260 0.16 -0.28 -0.05
```
Forces are in eV/Å.

The total charge is +3. As for the total energy: -380.40127 hartree. For the LUMO energy (alpha / beta), the calculation gives -0.51709 / -0.51758 Ha. For the frontier orbital gap (alpha / beta), the calculation gives 6.4 / 9.5 eV. The spin multiplicity is 2. The value obtained for the HOMO energy (alpha / beta) is -20.45 / -23.61 eV. The energy relative to the best compared isomer or geometry (same formula, charge and spin) is 154.3 kJ/mol.

Charge distribution, Löwdin scheme, values in e: -0.645, -0.357, 0.102, 0.364, -0.282, -0.035, 0.871, 2.512, 0.155, 0.144, 0.061, 0.110



The following is a quantum chemistry calculation of a 13-piece molecular cluster, C7H38NO12 overall at a distorted geometry, from the Open Molecules 2025 dataset.

Geometry as XYZ:
```
58
Properties=species:S:1:pos:R:3:forces:R:3
C 0.830 -0.144 -0.418 -0.51 -2.90 -0.12
C 0.141 0.929 -1.193 -1.70 2.62 0.76
C 0.824 1.359 -2.451 -2.36 0.97 -1.45
C 1.926 2.054 -2.588 0.67 0.29 0.82
C -1.044 2.069 -4.070 0.95 -1.16 0.42
C -0.027 1.277 -3.725 0.67 -0.15 0.71
C 0.515 0.120 -4.483 0.15 -1.35 -0.81
N -0.004 -0.792 0.688 -0.29 0.63 -2.02
H 1.728 0.086 0.131 0.30 0.67 -0.61
H 1.096 -1.007 -1.100 -0.42 1.13 0.88
H 0.018 1.890 -0.615 0.69 -0.84 0.15
H -0.968 0.870 -1.429 1.24 -1.27 0.21
H 2.488 2.323 -1.700 0.44 0.05 -0.12
H 2.208 2.423 -3.562 0.27 0.09 0.06
H -1.517 2.811 -3.461 0.16 0.41 0.28
H -1.471 1.833 -5.011 -0.65 0.09 -0.79
H 0.258 -0.047 -5.551 -0.38 0.27 0.80
H 0.317 -0.795 -3.881 -0.35 0.26 -0.50
H 1.597 0.116 -4.439 0.37 0.40 -0.19
H -0.698 -1.424 0.219 1.08 -0.05 0.79
H -0.539 -0.064 1.146 0.23 -0.02 0.68
H 0.668 -1.272 1.324 -1.10 0.08 -0.42
H 0.826 1.728 2.657 0.09 0.17 0.07
H 1.966 1.165 1.781 0.34 0.08 0.13
O 1.110 0.961 2.157 -0.20 0.25 0.55
H 3.230 -1.155 -2.841 0.37 0.46 -0.12
H 3.161 -0.155 -1.615 0.59 1.22 -0.26
O 2.901 -0.989 -1.958 -0.28 -1.95 -0.04
H -3.227 1.550 1.682 0.42 -0.48 -0.34
H -4.496 1.021 1.067 0.01 -0.32 0.10
O -3.668 0.705 1.458 -1.05 0.44 -0.14
H -1.489 2.724 2.246 0.04 0.37 -0.25
H -1.680 3.145 0.746 0.29 1.39 -0.80
O -1.805 2.453 1.378 0.04 -1.30 1.31
H 3.542 -1.507 1.432 -1.62 2.44 0.76
H 4.227 -0.317 0.973 -1.14 0.84 0.67
O 3.378 -0.474 1.479 3.22 -2.88 -1.71
H 1.954 -2.908 3.081 0.51 -0.31 -0.41
H 2.312 -3.523 1.652 -0.28 -0.74 0.15
O 2.181 -2.725 2.157 -0.25 0.65 0.03
H -0.453 -2.143 3.914 -0.88 0.18 -0.09
H 0.539 -1.227 3.421 -0.47 0.72 -0.30
O -0.436 -1.330 3.380 1.34 -0.87 0.66
H -1.719 -3.295 -0.413 0.49 -0.11 0.79
H -1.303 -2.856 1.013 -0.90 0.02 0.83
O -0.974 -3.261 0.228 0.65 -0.93 -1.92
H -1.747 5.381 -0.153 -0.81 -0.05 0.02
H -0.463 4.828 -0.493 0.09 -0.67 -0.31
O -1.388 4.535 -0.443 0.74 0.72 0.24
H -4.757 -2.524 -1.744 -1.45 0.41 0.04
H -3.768 -2.341 -0.465 -0.60 0.55 1.13
O -3.923 -2.637 -1.345 2.05 -1.15 -1.45
H -3.534 -1.758 1.602 -0.06 -0.86 0.92
H -3.123 -0.795 0.680 1.32 -1.45 0.29
O -2.846 -1.763 0.933 -1.72 2.96 -0.42
H 3.510 -0.639 3.392 -0.17 0.12 -0.15
H 2.334 -0.166 4.263 0.59 -0.27 -0.06
O 3.008 -0.865 4.183 -0.73 0.17 0.57
```
Forces are in eV/Å.

The total charge is +1. As for the total energy: -1246.83358 hartree. For the LUMO energy, the calculation gives -0.09996 Ha. For the frontier orbital gap, the calculation gives 8.9 eV. The spin multiplicity is 1. The value obtained for the HOMO energy is -11.60 eV. The energy relative to the best compared isomer or geometry (same formula, charge and spin) is 282.5 kJ/mol.

Charge distribution, natural (NBO) scheme, values in e: -0.236, -0.503, 0.019, -0.418, -0.411, -0.005, -0.646, -0.712, 0.221, 0.259, 0.227, 0.253, 0.183, 0.224, 0.208, 0.207, 0.231, 0.221, 0.211, 0.459, 0.442, 0.470, 0.483, 0.495, -0.971, 0.493, 0.477, -0.957, 0.511, 0.480, -0.989, 0.479, 0.514, -0.980, 0.522, 0.482, -0.993, 0.506, 0.499, -0.985, 0.475, 0.470, -0.942, 0.503, 0.486, -0.960, 0.486, 0.482, -0.944, 0.485, 0.487, -0.997, 0.494, 0.519, -1.010, 0.492, 0.467, -0.965



The following is a quantum chemistry calculation of one molecule with the formula ClN3O2 at a distorted geometry, from the Open Molecules 2025 dataset.

Geometry as XYZ:
```
6
Properties=species:S:1:pos:R:3:forces:R:3
N -0.528 0.095 0.340 -4.86 0.43 1.26
N -1.420 -0.025 -0.514 3.54 0.08 -0.02
N 0.854 0.035 0.072 -1.86 -0.43 -1.67
O 1.416 1.057 0.042 1.35 2.22 0.03
O 1.225 -1.075 0.017 1.56 -2.42 -0.06
Cl -3.023 -0.034 0.092 0.26 0.11 0.46
```
Forces are in eV/Å.

The total charge is 0. As for the total energy: -774.72864 hartree. For the LUMO energy, the calculation gives -0.02949 Ha. The structure (SMILES) is O=[N+]([O-])/N=N/Cl. For the frontier orbital gap, the calculation gives 10.3 eV. The spin multiplicity is 1. The value obtained for the HOMO energy is -11.07 eV. The energy relative to the best compared isomer or geometry (same formula, charge and spin) is 180.1 kJ/mol.

Charge distribution, natural (NBO) scheme, values in e: -0.077, -0.101, 0.635, -0.309, -0.319, 0.171



The following is a quantum chemistry calculation of a 2-piece molecular cluster, C2H4F2O2S overall at a distorted geometry, from the Open Molecules 2025 dataset.

Geometry as XYZ:
```
11
Properties=species:S:1:pos:R:3:forces:R:3
C 0.238 -0.267 0.814 0.11 -0.19 0.45
C 1.556 0.431 0.655 1.32 0.32 -1.46
O -0.765 0.236 -0.011 -0.20 0.41 -0.29
O 0.881 0.902 -2.608 -0.34 0.34 -0.28
F 1.568 1.734 0.961 -0.28 -0.44 0.02
F 2.593 -0.169 1.244 -0.52 0.12 -0.07
S 2.327 0.496 -1.980 -0.55 -0.36 1.67
H 0.374 -1.321 0.565 0.07 0.12 0.05
H -0.048 -0.197 1.881 0.14 -0.05 -0.12
H -0.859 1.188 0.139 0.01 -0.21 -0.06
H 0.282 0.144 -2.662 0.24 -0.06 0.08
```
Forces are in eV/Å.

The total charge is 0. As for the total energy: -826.89117 hartree. For the LUMO energy (alpha / beta), the calculation gives -0.03426 / -0.01071 Ha. For the frontier orbital gap (alpha / beta), the calculation gives 7.7 / 8.7 eV. The spin multiplicity is 1. The value obtained for the HOMO energy (alpha / beta) is -8.68 / -8.94 eV. The energy relative to the best compared isomer or geometry (same formula, charge and spin) is 91.7 kJ/mol.

Charge distribution, natural (NBO) scheme, values in e: -0.185, 0.738, -0.695, -0.834, -0.330, -0.323, 0.261, 0.216, 0.183, 0.480, 0.489



The following is a quantum chemistry calculation of C3H5N3 as an isolated structure at a distorted geometry, from the Open Molecules 2025 dataset.

Geometry as XYZ:
```
11
Properties=species:S:1:pos:R:3:forces:R:3
C 1.462 -0.004 0.044 1.49 0.02 -0.50
C -0.827 -1.065 -0.026 -0.72 0.24 0.00
C -0.856 1.083 -0.026 -0.30 0.08 0.00
H 1.877 1.250 -0.330 -1.03 -4.45 1.25
H 1.773 -1.006 -0.871 -0.28 3.48 3.26
H 1.803 -0.281 1.338 -0.83 0.88 -4.46
H -0.519 -2.098 -0.029 0.27 0.11 -0.03
H -0.528 2.118 -0.086 -0.10 -0.36 0.13
N 0.002 0.024 -0.074 0.26 -0.30 0.49
N -2.085 -0.695 0.024 0.74 -0.05 0.09
N -2.101 0.674 0.036 0.50 0.33 -0.22
```
Forces are in eV/Å.

The total charge is 0. As for the total energy: -281.45775 hartree. For the LUMO energy, the calculation gives 0.01009 Ha. For the frontier orbital gap, the calculation gives 10.2 eV. The spin multiplicity is 1. The value obtained for the HOMO energy is -9.88 eV. The energy relative to the best compared isomer or geometry (same formula, charge and spin) is 347.4 kJ/mol.

Charge distribution, natural (NBO) scheme, values in e: -0.447, 0.133, 0.143, 0.246, 0.243, 0.242, 0.208, 0.207, -0.421, -0.272, -0.282